[1]
# C29H75N4O8

A cluster of 8 separate species, C29H75N4O8 in total at a distorted geometry (ωB97M-V with the def2-TZVPD basis set, the OMol25 dataset).

Structure (XYZ):
```
116
Properties=species:S:1:pos:R:3:lowdin_charge:R:1
C -1.662 -0.713 0.463 -0.099
C -2.696 0.246 -0.299 -0.511
O -2.618 1.661 -0.128 -0.384
H -0.724 -0.217 0.711 0.027
H -1.616 -1.611 -0.153 0.034
H -2.155 -0.919 1.414 0.022
H -3.715 -0.125 -0.189 0.054
H -2.598 -0.026 -1.350 0.025
C -0.776 -5.117 -1.032 -0.046
C 0.019 -5.685 -2.243 -0.424
C 0.723 -4.561 -2.934 -0.251
O 1.756 -4.950 -3.766 -0.191
C 2.230 -4.055 -4.731 -0.102
N 1.084 -6.532 -1.639 0.031
H -1.456 -4.295 -1.255 0.055
H 0.100 -4.866 -0.433 0.075
H -1.470 -5.881 -0.682 0.071
H -0.591 -6.266 -2.934 0.132
H 1.200 -3.974 -2.149 0.128
H -0.087 -3.983 -3.379 0.134
H 2.537 -3.142 -4.221 0.095
H 1.456 -3.899 -5.482 0.081
H 2.921 -4.547 -5.415 0.086
H 1.781 -6.782 -2.326 0.057
H 0.653 -7.442 -1.556 0.062
C 0.649 4.724 -4.085 -0.070
C -0.233 3.575 -3.713 -0.476
C 0.266 2.792 -2.567 -0.169
O 0.384 3.480 -1.254 -0.159
C 1.269 2.845 -0.395 -0.140
N -1.543 4.134 -3.385 0.075
H 0.953 5.225 -3.166 0.086
H 0.070 5.478 -4.619 0.062
H 1.389 4.402 -4.818 0.076
H -0.397 2.943 -4.586 0.131
H 1.168 2.275 -2.895 0.117
H -0.525 2.044 -2.508 0.115
H 1.507 3.475 0.462 0.064
H 2.212 2.641 -0.902 0.074
H 0.701 1.973 -0.069 0.086
H -1.535 4.998 -3.907 0.047
H -2.224 3.559 -3.861 0.039
C 1.466 7.119 2.451 -0.087
C 0.695 6.051 1.713 -0.421
C -0.048 5.046 2.665 -0.180
O -0.516 3.981 1.807 -0.177
C -0.786 2.831 2.623 -0.118
N -0.224 6.616 0.668 0.060
H 0.771 7.503 3.198 0.074
H 1.721 7.939 1.780 0.067
H 2.393 6.683 2.822 0.075
H 1.441 5.398 1.260 0.111
H -0.908 5.548 3.108 0.120
H 0.668 4.685 3.403 0.115
H -0.005 2.459 3.286 0.069
H -0.884 1.919 2.035 0.053
H -1.716 2.961 3.176 0.086
H -0.658 7.425 1.089 0.052
H 0.351 7.097 -0.009 0.055
C 4.908 -2.482 1.079 -0.056
C 4.419 -1.000 1.063 -0.447
C 3.122 -0.930 0.087 -0.088
C 1.916 -1.625 0.818 -0.141
C 1.654 -0.966 2.225 -0.133
C 2.863 -0.951 3.105 -0.546
N 3.948 -0.403 2.318 -0.084
O 5.025 0.185 3.037 -0.012
C 2.635 0.067 4.165 -0.065
C 3.065 -2.299 3.836 -0.018
C 5.523 -0.208 0.320 -0.046
H 4.180 -3.291 1.140 0.059
H 5.489 -2.625 1.990 0.070
H 5.497 -2.950 0.290 0.075
H 3.002 0.137 -0.104 0.095
H 3.284 -1.373 -0.896 0.103
H 2.050 -2.663 1.123 0.093
H 1.008 -1.584 0.216 0.081
H 0.909 -1.648 2.636 0.119
H 1.248 0.037 2.095 0.109
H 3.454 0.142 4.881 0.076
H 2.539 1.102 3.835 0.090
H 1.736 0.013 4.779 0.093
H 3.500 -3.014 3.137 0.052
H 3.799 -2.129 4.624 0.076
H 2.269 -2.932 4.226 0.087
H 6.394 -0.008 0.944 0.073
H 5.115 0.745 -0.017 0.076
H 5.829 -0.659 -0.624 0.080
H 5.453 -0.570 3.448 0.089
C -3.120 0.141 3.992 -0.068
C -2.727 -0.535 5.314 -0.315
O -1.862 0.225 6.150 -0.100
H -2.212 0.394 3.443 0.058
H -3.910 0.884 4.101 0.081
H -3.478 -0.611 3.289 0.064
H -2.207 -1.460 5.065 0.103
H -3.630 -0.700 5.902 0.097
H -1.330 -0.262 6.783 0.070
C -4.273 -0.046 -4.452 -0.086
C -3.382 1.206 -4.130 -0.326
O -4.055 2.308 -4.593 -0.078
H -3.707 -0.977 -4.475 0.060
H -4.837 0.050 -5.380 0.058
H -5.182 -0.195 -3.870 0.057
H -2.516 1.069 -4.779 0.103
H -2.971 1.212 -3.121 0.092
H -4.905 2.371 -4.152 0.096
C -4.356 -3.685 -0.764 -0.073
C -5.712 -3.869 -1.468 -0.361
O -6.721 -4.391 -0.682 -0.056
H -4.635 -3.360 0.238 0.081
H -3.619 -3.078 -1.291 0.065
H -3.847 -4.645 -0.672 0.049
H -5.615 -4.357 -2.437 0.105
H -5.948 -2.861 -1.808 0.099
H -7.246 -5.091 -1.078 0.084
```

Computed properties:
Spin multiplicity   1
Total charge   -1
Lowest unoccupied orbital energy   2.28 eV

[2]
# C28H28O3

A structure of composition C28H28O3 at a distorted geometry (ωB97M-V with the def2-TZVPD basis set, the OMol25 dataset).

Structure (XYZ):
```
59
Properties=species:S:1:pos:R:3:lowdin_charge:R:1
C -5.141 -3.829 -1.050 -0.059
C -4.163 -2.705 -0.882 -0.287
C -4.169 -1.604 -1.718 -0.041
C -3.237 -0.586 -1.554 -0.005
C -2.274 -0.676 -0.545 -0.177
C -1.232 0.444 -0.478 -0.221
C 0.328 -0.102 -0.613 -0.109
C 0.660 -1.443 -0.718 -0.025
C 1.978 -1.869 -0.552 0.019
C 2.970 -0.900 -0.337 -0.243
O 4.251 -1.232 0.048 -0.007
C 5.021 -2.148 -0.684 -0.241
C 5.990 -1.626 -1.536 -0.009
C 6.695 -2.492 -2.358 -0.078
C 6.482 -3.877 -2.280 -0.089
C 5.553 -4.373 -1.374 -0.088
C 4.805 -3.528 -0.562 -0.019
C 2.691 0.478 -0.356 0.024
C 1.370 0.852 -0.566 -0.018
C -2.275 -1.774 0.293 -0.058
C -3.190 -2.799 0.119 -0.027
H -4.778 -4.760 -0.592 0.078
H -6.059 -3.537 -0.522 0.086
H -5.412 -4.013 -2.098 0.080
H -4.866 -1.582 -2.562 0.117
H -3.214 0.256 -2.215 0.114
H -1.162 0.850 -1.478 0.144
H -0.133 -2.165 -0.901 0.113
H 2.228 -2.927 -0.549 0.104
H 6.152 -0.543 -1.549 0.127
H 7.418 -2.083 -3.047 0.100
H 7.041 -4.542 -2.929 0.100
H 5.397 -5.449 -1.288 0.107
H 4.071 -3.901 0.154 0.117
H 3.475 1.222 -0.202 0.125
H 1.152 1.896 -0.692 0.099
H -1.499 -1.807 1.070 0.131
H -3.087 -3.696 0.728 0.115
C -1.778 5.298 2.729 -0.052
C -1.432 3.959 2.079 -0.575
C -0.061 3.511 2.601 -0.026
C -2.512 2.909 2.338 -0.055
C -2.297 1.570 1.645 -0.317
O -2.687 0.542 2.163 0.087
C -1.472 1.539 0.393 -0.132
C -1.115 2.866 -0.189 -0.297
O -0.631 2.924 -1.335 0.041
C -1.385 4.149 0.565 -0.067
H -2.738 5.677 2.350 0.089
H -1.841 5.179 3.819 0.090
H -0.990 6.035 2.495 0.092
H 0.282 2.566 2.160 0.083
H 0.693 4.279 2.373 0.093
H -0.105 3.389 3.690 0.093
H -2.654 2.749 3.416 0.138
H -3.449 3.300 1.903 0.142
H -0.679 0.718 0.665 0.190
H -2.371 4.527 0.225 0.146
H -0.616 4.888 0.290 0.140
```

Computed properties:
Energy above the lowest of the compared OMol25 structures with the same formula, charge and spin   2.6433 eV
Spin multiplicity   1
Total charge   0
Lowest unoccupied orbital energy   0.65 eV

[3]
# C32H55N6O4PPtSSeSi

A structure of composition C32H55N6O4PPtSSeSi at a distorted geometry (ωB97M-V with the def2-TZVPD basis set, the OMol25 dataset).

Structure (XYZ):
```
102
Properties=species:S:1:pos:R:3:lowdin_charge:R:1
Pt 0.194 -0.123 -0.330 0.710
Se 3.396 -0.376 0.902 1.168
N 2.282 -0.026 -0.452 -0.380
C 2.972 0.643 -1.360 -0.364
C 2.425 1.164 -2.572 -0.025
C 3.244 1.843 -3.405 -0.062
C 4.643 2.030 -3.110 -0.071
C 5.201 1.555 -1.976 -0.025
C 4.368 0.850 -1.044 -0.389
N 4.781 0.362 0.106 -0.232
H 1.377 1.013 -2.786 0.078
H 2.835 2.261 -4.317 0.107
H 5.263 2.563 -3.821 0.106
H 6.253 1.681 -1.755 0.113
C -2.698 -1.521 3.145 -0.088
N -1.410 -0.886 3.383 -0.291
C -1.467 0.563 3.582 -0.107
P 0.049 -1.536 2.971 0.517
O 0.820 -0.626 2.073 -0.438
N 0.831 -1.815 4.423 -0.300
C 0.558 -0.999 5.602 -0.105
C 2.248 -2.145 4.275 -0.116
N -0.198 -3.043 2.360 -0.306
C -0.516 -4.173 3.226 -0.111
C 0.151 -3.413 0.996 -0.099
H -3.279 -1.587 4.069 0.085
H -2.564 -2.523 2.745 0.067
H -3.277 -0.943 2.419 0.077
H -1.943 0.807 4.537 0.086
H -2.036 1.041 2.780 0.074
H -0.466 0.991 3.568 0.068
H -0.508 -0.801 5.681 0.067
H 1.099 -0.043 5.585 0.087
H 0.871 -1.546 6.494 0.084
H 2.403 -2.746 3.377 0.074
H 2.583 -2.726 5.137 0.085
H 2.872 -1.247 4.195 0.077
H -0.774 -3.835 4.226 0.077
H 0.335 -4.857 3.306 0.086
H -1.362 -4.731 2.814 0.083
H 0.319 -2.530 0.388 0.016
H -0.666 -3.978 0.542 0.086
H 1.052 -4.036 0.979 0.087
C -1.899 -0.186 -0.314 -0.199
C -1.477 0.598 -1.419 -0.496
C -1.490 2.130 -1.316 -0.486
C -1.120 2.830 -2.578 -0.058
C -0.803 2.171 -3.695 -0.244
C -0.876 0.714 -3.805 -0.086
C -1.210 -0.006 -2.725 -0.106
C -0.401 2.937 -4.855 -0.190
N -0.051 3.541 -5.770 0.155
H -2.259 -1.194 -0.495 0.060
H -2.372 0.328 0.517 0.043
H -2.434 2.510 -0.925 0.104
H -1.101 3.914 -2.567 0.104
H -0.658 0.239 -4.751 0.109
H -1.321 -1.079 -2.801 0.109
C -1.010 4.528 3.226 -0.028
C 0.399 4.876 2.754 -0.640
C 0.942 6.065 3.525 -0.029
C 1.328 3.677 2.910 -0.036
O 0.371 5.288 1.374 -0.135
Si -0.378 4.738 0.036 0.029
S -0.287 2.589 0.046 0.811
O -1.974 5.056 -0.072 -0.139
C -2.811 6.186 -0.371 -0.636
C -4.065 5.611 -1.006 -0.027
C -3.140 6.884 0.940 -0.030
C -2.120 7.148 -1.330 -0.028
O 0.360 5.404 -1.247 -0.147
C 1.736 5.683 -1.569 -0.622
C 2.647 4.582 -1.035 -0.026
C 2.099 7.034 -0.967 -0.020
C 1.798 5.722 -3.087 -0.018
H -0.995 4.254 4.284 0.092
H -1.407 3.687 2.649 0.063
H -1.676 5.384 3.095 0.077
H 1.049 5.810 4.582 0.089
H 0.266 6.918 3.436 0.087
H 1.919 6.352 3.133 0.089
H 1.388 3.389 3.963 0.090
H 2.334 3.928 2.562 0.089
H 0.967 2.818 2.338 0.035
H -4.534 4.895 -0.327 0.089
H -3.812 5.094 -1.936 0.088
H -4.782 6.405 -1.232 0.090
H -3.645 6.191 1.617 0.087
H -3.793 7.742 0.765 0.090
H -2.221 7.234 1.419 0.085
H -1.847 6.637 -2.255 0.089
H -1.208 7.551 -0.884 0.084
H -2.790 7.977 -1.569 0.092
H 2.618 4.551 0.057 0.077
H 3.677 4.768 -1.350 0.095
H 2.335 3.608 -1.424 0.063
H 1.919 7.020 0.110 0.079
H 1.492 7.824 -1.417 0.086
H 3.154 7.260 -1.145 0.091
H 1.481 4.761 -3.500 0.067
H 2.817 5.931 -3.424 0.092
H 1.132 6.497 -3.473 0.091
```

Computed properties:
Spin multiplicity   1
Total charge   0
Lowest unoccupied orbital energy   -0.72 eV

Values of E_HOMO, in order: -2.4; -8.6; -6.6, all in eV.